# 1
Below is a single C2H4N4 molecule in a non-equilibrium geometry, with properties calculated with the ωB97M-V functional and the def2-TZVPD basis.

Each line ends with the Mulliken charge.
Atoms and positions in Å:
1 N 1.60 0.18 -0.45  -0.445
2 C 0.37 -0.15 0.08  0.640
3 N -0.46 0.91 0.03  -0.587
4 C -1.76 0.62 0.06  0.136
5 N -2.15 -0.51 0.51  -0.233
6 N 0.03 -1.33 0.51  -0.604
7 H 2.43 -0.24 -0.04  0.246
8 H 1.67 1.17 -0.62  0.268
9 H -2.46 1.40 -0.33  0.352
10 H 0.73 -2.05 0.26  0.228

Results
* highest occupied orbital energy (spin up / spin down): -9.37 / -9.41 eV
* LUMO level (spin up / spin down): -2.094 / -2.015 eV
* total energy: -297.5021 Eh
* total charge: 0
* multiplicity: 1
* gap between HOMO and LUMO (spin up / spin down): 7.27 / 7.39 eV

=====

# 2
Below is a single C2H4N4 molecule, with properties calculated with the ωB97M-V functional and the def2-TZVPD basis.

Each line ends with the Mulliken charge.
Atoms and positions in Å:
1 N -0.09 -1.57 -0.88  -0.551
2 C -0.10 -0.31 -0.27  0.455
3 N -0.12 0.89 -0.81  -0.576
4 C -0.03 1.70 0.28  -0.061
5 N 0.05 1.08 1.44  -0.687
6 N -0.02 -0.21 1.07  0.206
7 H 0.87 -1.89 -0.97  0.263
8 H -0.49 -1.51 -1.81  0.302
9 H 0.01 2.78 0.21  0.407
10 H -0.07 -0.96 1.74  0.242

Results
* structure (SMILES): Nc1ncn[nH]1
* highest occupied orbital energy: -9.51 eV
* LUMO level: 0.877 eV
* total energy: -297.6403 Eh
* total charge: 0
* multiplicity: 1
* gap between HOMO and LUMO: 10.39 eV

=====

# 3
Below is a single C2H4N4 molecule in a non-equilibrium geometry, with properties calculated with the ωB97M-V functional and the def2-TZVPD basis.

Each line ends with the Mulliken charge.
Atoms and positions in Å:
1 C 1.20 -0.64 0.01  0.069
2 N 1.37 0.67 0.00  -0.435
3 N -0.06 1.22 -0.31  -0.286
4 C -1.20 0.47 -0.16  0.183
5 N -1.37 -0.74 0.13  -0.424
6 N 0.00 -1.24 -0.33  -0.202
7 H 2.22 -0.99 0.23  0.362
8 H -0.16 2.09 0.31  0.299
9 H -1.96 1.30 0.25  0.210
10 H -0.04 -2.13 -0.14  0.225

Results
* structure (SMILES): C1=NNC=NN1
* highest occupied orbital energy: -8.54 eV
* LUMO level: 0.946 eV
* total energy: -297.4837 Eh
* total charge: 0
* multiplicity: 1
* gap between HOMO and LUMO: 9.48 eV

=====

# 4
Below is a single C2H4N4 molecule in a non-equilibrium geometry, with properties calculated with the ωB97M-V functional and the def2-TZVPD basis.

Each line ends with the Mulliken charge.
Atoms and positions in Å:
1 C 0.98 -0.93 0.37  -0.789
2 N -0.11 0.08 -0.04  0.443
3 C -1.36 -0.12 -0.19  -0.056
4 N -1.59 2.10 -0.74  -0.089
5 N -0.49 2.38 -0.63  0.043
6 N 0.66 1.16 -0.16  -0.708
7 H 0.66 -1.32 1.34  0.314
8 H 1.99 -0.51 0.46  0.301
9 H 0.97 -1.69 -0.41  0.313
10 H -1.71 -1.15 -0.01  0.227

Results
* highest occupied orbital energy: -8.67 eV
* LUMO level: -0.657 eV
* total energy: -297.4079 Eh
* total charge: 0
* multiplicity: 1
* gap between HOMO and LUMO: 8.02 eV

=====

# 5
Below is a single C2H4N4 molecule in a non-equilibrium geometry, with properties calculated with the ωB97M-V functional and the def2-TZVPD basis.

Each line ends with the Mulliken charge.
Atoms and positions in Å:
1 C -1.37 -0.09 0.12  -0.791
2 N 0.11 -0.08 0.01  0.509
3 C 1.01 0.87 0.19  -0.148
4 N 2.37 0.08 -0.28  -0.229
5 N 1.93 -1.08 -0.59  -0.196
6 N 0.60 -1.24 -0.44  -0.389
7 H -1.67 0.18 1.13  0.310
8 H -1.75 -1.09 -0.10  0.302
9 H -1.78 0.60 -0.62  0.323
10 H 0.55 1.85 0.58  0.309

Results
* structure (SMILES): Cn1cnnn1
* highest occupied orbital energy: -9.78 eV
* LUMO level: 0.633 eV
* total energy: -297.5235 Eh
* total charge: 0
* multiplicity: 1
* gap between HOMO and LUMO: 10.42 eV

=====

# 6
Below is a single C2H4N4 molecule, with properties calculated with the ωB97M-V functional and the def2-TZVPD basis.

Each line ends with the Mulliken charge.
Atoms and positions in Å:
1 C 0.81 -1.33 0.32  -0.585
2 N 0.13 -0.07 0.08  0.891
3 N -1.04 0.04 -0.53  -0.697
4 C -1.21 1.35 -0.53  -0.009
5 N -0.18 2.00 0.06  -0.328
6 N 0.66 1.08 0.44  -0.502
7 H 1.02 -1.43 1.38  0.258
8 H 1.74 -1.36 -0.25  0.266
9 H 0.14 -2.13 -0.01  0.275
10 H -2.07 1.84 -0.95  0.430

Results
* structure (SMILES): Cn1ncnn1
* highest occupied orbital energy: -10.73 eV
* LUMO level: 0.990 eV
* total energy: -297.5950 Eh
* total charge: 0
* multiplicity: 1
* gap between HOMO and LUMO: 11.72 eV

=====

# 7
Below is a single C2H4N4O molecule, with properties calculated with the ωB97M-V functional and the def2-TZVPD basis.

Each line ends with the Mulliken charge.
Atoms and positions in Å:
1 N 2.23 0.23 0.28  -0.425
2 C 0.89 0.15 -0.08  0.433
3 N 0.49 -1.05 -0.45  -0.741
4 N -0.86 -0.92 -0.40  0.209
5 C -1.20 0.30 0.00  0.489
6 O -2.51 0.38 0.34  -0.498
7 N -0.12 1.07 0.15  -0.606
8 H 2.67 -0.67 0.13  0.257
9 H 2.83 1.01 0.05  0.251
10 H -1.45 -1.73 -0.33  0.269
11 H -2.96 1.23 0.31  0.362

Results
* structure (SMILES): Nc1n[nH]c(O)n1
* highest occupied orbital energy: -8.46 eV
* LUMO level: 0.642 eV
* total energy: -372.8712 Eh
* total charge: 0
* multiplicity: 1
* gap between HOMO and LUMO: 9.10 eV

=====

# 8
Below is a single C2H4N4O molecule in a non-equilibrium geometry, with properties calculated with the ωB97M-V functional and the def2-TZVPD basis.

Each line ends with the Mulliken charge.
Atoms and positions in Å:
1 C 1.24 1.30 0.18  -0.974
2 N 0.24 0.53 -0.30  0.237
3 N -1.02 0.87 -0.09  0.149
4 N -1.80 -0.07 0.09  -0.344
5 N -1.04 -1.15 0.20  -0.283
6 C 0.42 -0.74 0.03  0.506
7 O 1.50 -1.42 -0.13  -0.606
8 H 1.21 1.92 1.07  0.394
9 H 2.21 0.87 0.42  0.388
10 H 1.34 2.31 -0.37  0.302
11 H -1.39 1.53 -0.64  0.232

Results
* structure (SMILES): Cn1[nH]nnc1=O
* highest occupied orbital energy: -9.84 eV
* LUMO level: 0.136 eV
* total energy: -372.7192 Eh
* total charge: 0
* multiplicity: 1
* gap between HOMO and LUMO: 9.98 eV

=====

# 9
Below is a single C2H4N4O molecule in a non-equilibrium geometry, with properties calculated with the ωB97M-V functional and the def2-TZVPD basis.

Each line ends with the Mulliken charge.
Atoms and positions in Å:
1 H -2.66 -1.15 -0.05  0.215
2 N -2.60 -0.07 0.12  -0.648
3 C -1.42 0.26 -0.06  0.551
4 N -0.37 -0.52 -0.15  -0.206
5 C 0.80 0.38 -0.11  0.332
6 N 1.99 -0.15 0.16  -0.451
7 N 0.42 1.57 -0.09  -0.346
8 O -0.98 1.57 0.04  -0.181
9 H -0.35 -1.41 0.15  0.229
10 H 2.28 -0.89 -0.38  0.236
11 H 2.89 0.41 0.37  0.269

Results
* structure (SMILES): [H]/N=c1\[nH]c(N)no1
* highest occupied orbital energy: -8.83 eV
* LUMO level: 0.423 eV
* total energy: -372.8057 Eh
* total charge: 0
* multiplicity: 1
* gap between HOMO and LUMO: 9.26 eV

=====

# 10
Below is a single C2H4N4O molecule, with properties calculated with the ωB97M-V functional and the def2-TZVPD basis.

Each line ends with the Mulliken charge.
Atoms and positions in Å:
1 H 1.69 -1.26 1.37  0.246
2 N 0.85 -0.79 1.03  -0.628
3 C 0.88 -0.70 -0.23  0.598
4 O 1.86 -1.16 -1.02  -0.480
5 N -0.20 -0.15 -0.97  -0.402
6 N -0.13 1.47 -1.05  -0.441
7 C -0.88 0.83 -0.26  0.647
8 N -1.84 0.87 0.67  -0.459
9 H 1.61 -0.96 -1.94  0.364
10 H -2.00 1.77 1.10  0.249
11 H -1.84 0.08 1.30  0.306

Results
* structure (SMILES): [H]/N=C(\O)N1N=C1N
* highest occupied orbital energy: -9.49 eV
* LUMO level: 0.808 eV
* total energy: -372.7979 Eh
* total charge: 0
* multiplicity: 1
* gap between HOMO and LUMO: 10.30 eV

=====

# 11
Below is a single C2H4N4O molecule, with properties calculated with the ωB97M-V functional and the def2-TZVPD basis.

Each line ends with the Mulliken charge.
Atoms and positions in Å:
1 N -2.03 0.88 -0.27  -0.180
2 C -0.72 0.33 -0.09  0.593
3 N -0.63 1.58 0.17  -0.331
4 N 1.63 0.52 0.47  -0.646
5 C 1.18 -0.63 0.13  0.630
6 O 1.92 -1.75 0.07  -0.492
7 N -0.17 -0.82 -0.20  -0.682
8 H -2.73 0.77 0.46  0.266
9 H -2.37 1.07 -1.21  0.265
10 H 2.61 0.51 0.69  0.222
11 H 1.33 -2.46 -0.21  0.356

Results
* highest occupied orbital energy: -9.08 eV
* LUMO level: 0.386 eV
* total energy: -372.7797 Eh
* total charge: 0
* multiplicity: 1
* gap between HOMO and LUMO: 9.47 eV

=====

# 12
Below is a single C2H4N4O molecule in a non-equilibrium geometry, with properties calculated with the ωB97M-V functional and the def2-TZVPD basis.

Each line ends with the Mulliken charge.
Atoms and positions in Å:
1 N 2.17 0.37 0.11  -0.458
2 C 0.83 0.02 0.06  0.463
3 N 0.44 -1.23 0.24  -0.756
4 N -0.92 -1.10 0.18  0.235
5 C -1.23 0.15 -0.13  0.478
6 O -2.48 0.56 -0.30  -0.503
7 N -0.16 0.93 -0.16  -0.622
8 H 2.80 -0.40 -0.05  0.270
9 H 2.39 1.19 -0.43  0.252
10 H -1.52 -1.89 0.13  0.243
11 H -2.30 1.38 0.35  0.398

Results
* structure (SMILES): Nc1n[nH]c(O)n1
* highest occupied orbital energy: -8.58 eV
* LUMO level: 0.632 eV
* total energy: -372.8731 Eh
* total charge: 0
* multiplicity: 1
* gap between HOMO and LUMO: 9.21 eV

=====

# 13
Below is a molecular structure, C2H4N4O in a non-equilibrium geometry, with properties calculated with the ωB97M-V functional and the def2-TZVPD basis.

Each line ends with the Mulliken charge.
Atoms and positions in Å:
1 N -0.65 -2.14 -0.97  -0.485
2 C 0.14 -1.31 -0.29  0.487
3 N -0.98 0.71 -1.01  -0.820
4 N -0.36 1.34 -0.18  0.490
5 C 0.29 0.87 1.12  -0.220
6 O 1.39 1.64 1.21  -0.385
7 N 0.94 -0.75 0.36  -0.270
8 H -1.37 -1.66 -1.49  0.316
9 H -0.96 -2.96 -0.46  0.252
10 H -0.33 2.38 -0.21  0.243
11 H 1.70 1.53 2.11  0.391

Results
* highest occupied orbital energy: -7.83 eV
* LUMO level: 0.515 eV
* total energy: -372.6775 Eh
* total charge: 0
* multiplicity: 1
* gap between HOMO and LUMO: 8.35 eV

=====

# 14
Below is a single C2H4N4O molecule in a non-equilibrium geometry, with properties calculated with the ωB97M-V functional and the def2-TZVPD basis.

Each line ends with the Mulliken charge.
Atoms and positions in Å:
1 H -1.72 -0.37 1.98  0.235
2 N -1.97 -0.40 1.00  -0.597
3 C -0.80 -0.16 0.45  0.360
4 N 0.53 -0.18 1.02  0.040
5 N 1.58 0.12 0.22  -0.576
6 C 1.47 -0.02 -1.09  0.070
7 O 0.30 -0.41 -1.57  -0.315
8 N -0.65 0.43 -0.79  -0.297
9 H 0.60 0.16 2.04  0.279
10 H 2.19 0.34 -1.72  0.468
11 H -1.53 0.48 -1.54  0.332

Results
* structure (SMILES): [H]/N=C1\NN=CON1
* highest occupied orbital energy: -9.05 eV
* LUMO level: 0.641 eV
* total energy: -372.7322 Eh
* total charge: 0
* multiplicity: 1
* gap between HOMO and LUMO: 9.69 eV

=====

# 15
Below is a single C2H4N4O molecule, with properties calculated with the ωB97M-V functional and the def2-TZVPD basis.

Each line ends with the Mulliken charge.
Atoms and positions in Å:
1 H 2.98 -0.38 -1.12  0.295
2 N 2.37 0.42 -1.01  -0.587
3 C 1.25 0.03 -0.61  0.588
4 N 0.87 -1.34 -0.27  -0.179
5 N -0.17 -1.32 0.39  -0.220
6 C -0.60 0.08 0.60  0.188
7 N -1.99 0.23 0.50  -0.568
8 O 0.20 0.83 -0.34  -0.361
9 H -0.26 0.37 1.60  0.343
10 H -2.28 1.19 0.65  0.249
11 H -2.37 -0.11 -0.37  0.252

Results
* structure (SMILES): [H]/N=C1\N=N[C@H](N)O1
* highest occupied orbital energy: -10.33 eV
* LUMO level: -0.309 eV
* total energy: -372.8341 Eh
* total charge: 0
* multiplicity: 1
* gap between HOMO and LUMO: 10.02 eV

=====

# 16
Below is a single C2H4N4O molecule in a non-equilibrium geometry, with properties calculated with the ωB97M-V functional and the def2-TZVPD basis.

Each line ends with the Mulliken charge.
Atoms and positions in Å:
1 C 2.53 0.26 0.02  -0.797
2 N 1.43 -0.65 -0.03  -0.456
3 C 0.24 -0.27 -0.01  0.579
4 N -0.35 0.95 -0.07  0.108
5 N -1.71 0.87 0.04  -0.333
6 N -2.03 -0.35 0.03  0.003
7 O -0.83 -1.12 -0.01  -0.214
8 H 3.47 -0.35 0.01  0.243
9 H 2.56 0.73 1.03  0.302
10 H 2.51 0.98 -0.84  0.287
11 H 0.11 1.87 0.04  0.279

Results
* structure (SMILES): C/N=c1\[nH]nno1
* highest occupied orbital energy: -9.40 eV
* LUMO level: 0.679 eV
* total energy: -372.7796 Eh
* total charge: 0
* multiplicity: 1
* gap between HOMO and LUMO: 10.08 eV

=====

# 17
Below is a single C2H4N4O molecule in a non-equilibrium geometry, with properties calculated with the ωB97M-V functional and the def2-TZVPD basis.

Each line ends with the Mulliken charge.
Atoms and positions in Å:
1 H 0.23 2.50 0.05  0.293
2 N -0.60 1.91 -0.15  -0.663
3 C 0.17 0.84 -0.12  0.400
4 N 1.53 0.62 0.06  -0.483
5 C 1.73 -0.60 -0.02  0.151
6 O 0.48 -1.24 -0.18  -0.295
7 N -0.37 -0.46 -0.43  0.349
8 N -1.57 -0.89 0.16  -0.523
9 H 2.63 -1.27 0.16  0.312
10 H -1.79 -0.34 0.87  0.208
11 H -2.44 -1.07 -0.39  0.251

Results
* structure (SMILES): [H]/N=c1\ncon1N
* highest occupied orbital energy: -8.43 eV
* LUMO level: 0.555 eV
* total energy: -372.6942 Eh
* total charge: 0
* multiplicity: 1
* gap between HOMO and LUMO: 8.99 eV

=====

# 18
Below is a molecular structure, C2H4N4O2 in a non-equilibrium geometry, with properties calculated with the ωB97M-V functional and the def2-TZVPD basis.

Each line ends with the Mulliken charge.
Atoms and positions in Å:
1 C 0.46 -1.52 0.18  -0.141
2 C -1.17 -0.21 -0.04  0.392
3 H 2.73 0.87 -0.05  0.367
4 H 1.04 -2.25 0.66  0.405
5 H -2.45 1.21 -0.31  0.273
6 H 0.68 1.74 1.25  0.369
7 N 0.93 -0.15 0.29  -0.068
8 N -0.84 -1.66 -0.07  -0.388
9 N -2.24 0.28 -0.03  -0.505
10 N -0.05 0.58 -0.28  0.216
11 O 2.15 -0.02 -0.34  -0.464
12 O 0.05 1.95 0.13  -0.456

Results
* highest occupied orbital energy: -9.20 eV
* LUMO level: -0.511 eV
* total energy: -447.8477 Eh
* total charge: 0
* multiplicity: 1
* gap between HOMO and LUMO: 8.68 eV

=====

# 19
Below is a molecular structure, C2H4N4O2 in a non-equilibrium geometry, with properties calculated with the ωB97M-V functional and the def2-TZVPD basis.

Each line ends with the Mulliken charge.
Atoms and positions in Å:
1 C 0.35 1.35 -0.29  -0.036
2 C -1.36 0.41 0.27  0.464
3 H 2.14 -1.14 -0.08  0.265
4 H 1.71 -0.42 1.36  0.295
5 H 1.05 2.17 -0.62  0.366
6 H -1.72 -1.40 -1.05  0.365
7 N 1.89 -0.33 0.33  -0.600
8 N 0.68 -0.04 -0.34  0.106
9 N -0.86 1.64 0.05  -0.418
10 N -0.41 -0.64 0.42  0.189
11 O -2.53 0.09 0.23  -0.538
12 O -0.94 -1.69 -0.28  -0.458

Results
* highest occupied orbital energy: -10.57 eV
* LUMO level: -0.066 eV
* total energy: -447.9689 Eh
* total charge: 0
* multiplicity: 1
* gap between HOMO and LUMO: 10.50 eV

=====

# 20
Below is 2 unconnected molecules or ions with the total composition C2H4N4O2 in a non-equilibrium geometry, with properties calculated with the ωB97M-V functional and the def2-TZVPD basis.

Each line ends with the Mulliken charge.
Atoms and positions in Å:
1 C 0.32 0.25 -0.44  0.647
2 C 1.18 0.14 0.77  -0.299
3 H 1.84 -1.09 -2.68  0.365
4 H 2.23 -0.09 0.91  0.418
5 H -1.49 1.24 2.11  0.285
6 H -1.38 -1.38 -0.78  0.416
7 N 0.32 -0.41 -1.60  -0.523
8 N 0.44 0.65 1.68  -0.461
9 N -0.77 0.75 1.45  -0.058
10 N -0.93 0.54 0.12  0.135
11 O 1.58 -1.01 -1.57  -0.425
12 O -2.03 -0.45 -0.07  -0.499

Results
* highest occupied orbital energy: -8.27 eV
* LUMO level: 0.407 eV
* total energy: -447.8183 Eh
* total charge: 0
* multiplicity: 1
* gap between HOMO and LUMO: 8.68 eV